Formula: C9H21P
Source: the Open Molecules 2025 dataset
Level of theory: the ωB97M-V functional and the def2-TZVPD basis

Total charge: 0
2S+1: 3
HOMO-LUMO gap (alpha / beta): 6.2 / 7.8 eV
E_tot: -18956.496 eV
<S²>: 2.008
LUMO energy (alpha / beta): 0.855 / -0.564 eV

Structure (XYZ):
```
31
Properties=species:S:1:pos:R:3:forces:R:3
C 1.582 -1.676 0.350 0.9664 0.0938 -2.8438
C 2.907 0.399 0.163 -0.2727 1.2987 -0.6912
C 1.370 -0.416 -1.898 -0.4461 1.8169 2.2453
C -0.208 0.393 1.750 1.1403 2.0229 1.9354
C -0.309 1.900 -0.256 0.4841 0.6691 -2.6100
C -2.783 0.341 -1.277 1.0911 -3.6131 -0.5134
C -2.388 -1.135 1.112 -2.1405 1.8556 -1.5536
C 1.806 -0.382 -0.446 2.2095 -2.7601 -0.0381
C -0.288 0.499 0.308 -3.9136 1.8591 -0.3378
P -1.421 -0.687 -0.433 -1.8137 0.0506 0.1236
H 1.300 -2.439 -0.424 -0.2070 0.3149 1.0912
H 2.552 -1.992 0.762 -0.4854 0.0213 0.3905
H 0.819 -1.479 1.064 -0.2881 -0.8024 0.6880
H 2.872 1.486 0.074 -0.5819 0.3432 -0.1480
H 2.994 0.217 1.221 0.1505 -0.3191 0.3556
H 3.847 0.222 -0.328 0.8955 -0.6092 -0.1785
H 1.165 0.639 -2.071 0.4516 0.1029 -1.1095
H 2.075 -0.865 -2.576 0.1770 -0.1919 -0.4417
H 0.361 -0.831 -1.866 0.5278 -0.6550 -0.7383
H -0.118 -0.577 2.136 -0.5357 -1.3799 0.5104
H -0.965 0.943 2.394 0.5267 -0.3289 -0.9524
H 0.749 0.805 2.066 0.3234 0.5117 0.1679
H -1.272 2.455 -0.085 0.5888 -0.6396 0.0409
H 0.481 2.576 0.118 -0.1435 -0.4765 0.1240
H -0.161 1.930 -1.449 -0.4892 -0.1577 2.6328
H -3.095 1.221 -0.842 -0.8900 1.6740 1.0278
H -3.539 -0.428 -1.515 -0.3798 0.4041 1.0499
H -2.511 0.446 -2.284 1.0224 1.0638 -1.4537
H -1.930 -1.927 1.582 0.8758 -1.8503 1.2456
H -3.468 -1.375 0.885 1.2512 -0.0513 -0.0730
H -2.426 -0.262 1.764 -0.0950 -0.2677 0.0542
```
Forces are in eV/Å.